Record 1
Below is the ion C5H10N with charge +1 in a non-equilibrium geometry, with properties calculated with wB97M-V/def2-TZVPD.

```
! wB97M-V def2-TZVPD RIJCOSX def2/J DEFGRID3
* xyz 1 1
N -1.042 -0.043 -1.247
C -0.198 -1.917 -0.166
C 0.895 0.211 0.907
C 0.731 1.744 1.038
C -0.278 -0.405 -0.346
C -1.787 0.315 -2.135
H -0.437 1.971 0.973
H 1.822 -0.226 0.517
H -0.349 -2.187 0.846
H 0.531 -0.256 1.790
H 0.914 -2.225 -0.203
H -0.807 -2.586 -0.880
H -1.428 0.285 -3.137
H 1.243 2.215 1.770
H 1.258 2.092 0.158
H -2.861 0.753 -1.807
*
```

Its HOMO-LUMO gap is 11.12 eV. The value obtained for the energy relative to the best compared isomer or geometry (same formula, charge and spin) is 67.8 kcal per mole. The largest force on an atom comes out at 5.36 eV/A.

=====

Record 2
Below is a cluster of 2 separate species, C3H9N3O in total in a non-equilibrium geometry, with properties calculated with wB97M-V/def2-TZVPD.

```
! wB97M-V def2-TZVPD RIJCOSX def2/J DEFGRID3
* xyz 0 1
O -2.815 -1.028 -1.354
N -0.073 -1.566 1.421
N 0.027 0.210 -0.038
N -2.441 -1.704 -0.376
C -0.626 -0.777 0.516
C 1.416 0.554 0.249
C -0.629 1.026 -1.037
H -0.616 -2.346 1.745
H -0.031 1.049 -1.949
H 1.576 0.655 1.324
H -1.602 0.599 -1.272
H -0.758 2.048 -0.674
H 2.095 -0.206 -0.143
H -3.001 -1.454 0.485
H 1.647 1.506 -0.223
H 0.898 -1.518 1.713
*
```

Its HOMO-LUMO gap is 8.20 eV. The value obtained for the energy relative to the best compared isomer or geometry (same formula, charge and spin) is 117.0 kcal per mole. The largest force on an atom comes out at 1.43 eV/A.

=====

Record 3
Below is a structure of composition H10Na2O6 in a non-equilibrium geometry, with properties calculated with wB97M-V/def2-TZVPD.

```
! wB97M-V def2-TZVPD RIJCOSX def2/J DEFGRID3
* xyz 0 1
Na -9.662 -6.761 22.032
Na -8.432 -5.142 25.098
O -7.222 -5.568 20.129
O -9.935 -7.187 24.438
O -7.696 -5.595 22.783
O -6.449 -8.242 22.177
O -7.092 -2.792 22.931
O -4.879 -5.286 22.372
H -7.330 -3.690 22.638
H -6.925 -2.885 23.871
H -9.090 -7.480 24.790
H -8.006 -5.994 19.781
H -7.765 -6.206 23.515
H -4.719 -5.708 21.520
H -6.311 -8.459 23.104
H -6.714 -7.304 22.177
H -5.854 -5.344 22.503
H -7.357 -5.551 21.106
*
```

Its HOMO-LUMO gap is 7.89 eV. The value obtained for the energy relative to the best compared isomer or geometry (same formula, charge and spin) is 0.0 kcal per mole. The largest force on an atom comes out at 1.58 eV/A.

=====

Record 4
Below is a structure of composition C43H47Br3F9N2NaOPSi, with properties calculated with wB97M-V/def2-TZVPD.

```
! wB97M-V def2-TZVPD RIJCOSX def2/J DEFGRID3
* xyz 1 1
Br -1.204 2.721 -0.149
Br 6.824 1.581 0.531
Br -0.043 0.373 -2.908
P -0.117 -0.683 2.772
Si 0.196 1.037 -5.127
Na 0.043 0.025 -0.122
F 6.601 -0.965 3.091
F -3.538 4.511 5.326
F -2.966 5.372 3.422
F 6.161 -0.602 5.185
F 6.504 1.065 3.846
F -4.726 4.110 3.555
F -2.366 -4.116 8.133
F -0.583 -3.209 8.961
F -0.439 -5.077 7.867
O -6.168 1.377 -0.594
N 2.239 0.709 -0.367
N -2.238 0.185 -0.225
C 3.571 0.000 4.581
C 1.154 -0.295 -7.437
C -3.902 1.908 -0.385
C 4.471 -0.106 3.607
C -2.578 1.751 -4.733
C 3.156 0.659 -1.248
C -3.212 -0.724 -0.335
C 0.020 3.839 -4.558
C 0.918 -1.746 -5.420
C -0.446 2.058 3.536
C 0.053 -2.880 4.432
C -1.060 -3.888 7.900
C -2.420 0.766 3.072
C 4.575 0.912 -1.031
C 2.551 -0.309 1.886
C -4.908 0.947 -0.487
C 2.139 -0.065 4.313
C -1.429 -1.845 6.530
C 2.597 0.978 1.006
C -0.122 -3.632 5.580
C 1.542 3.168 -6.413
C 2.187 2.789 -4.019
C 4.082 -0.173 2.165
C 1.305 -0.341 -5.907
C -2.616 3.062 3.716
C -1.029 0.860 3.139
C 4.101 1.172 1.375
C 5.939 -0.156 3.939
C -2.158 -0.400 -5.870
C 2.788 -0.141 -5.567
C -1.735 1.743 -7.083
C 5.013 1.194 0.196
C -1.641 1.038 -5.720
C -1.237 3.161 3.817
C -0.492 -1.601 4.326
C -0.862 -3.107 6.630
C 1.023 2.772 -5.021
C -2.609 1.456 -0.266
C -3.467 4.267 4.006
C -3.215 1.857 3.370
C 1.645 -0.256 3.084
C -4.545 -0.401 -0.468
C -1.246 -1.093 5.380
H -3.217 -0.373 -6.143
H 1.823 -1.031 -7.891
H 1.120 -1.872 -4.357
H -4.150 2.959 -0.396
H -2.602 1.248 -3.765
H -3.594 1.733 -5.140
H 2.304 -1.189 1.284
H -2.008 -1.449 7.355
H -0.407 3.595 -3.582
H -1.472 2.800 -7.009
H -5.291 -1.181 -0.556
H 1.951 1.783 1.372
H -1.083 1.280 -7.828
H 1.519 -2.483 -5.960
H -2.073 -0.955 -4.933
H -1.634 -0.949 -6.653
H 2.336 2.505 -6.760
H 0.138 -0.536 -7.752
H 1.954 4.180 -6.375
H -0.789 3.980 -5.276
H -2.760 1.685 -7.458
H -1.688 -0.109 5.324
H 2.834 0.440 -2.264
H -0.130 -1.979 -5.598
H 0.307 -4.620 5.665
H -4.293 1.786 3.323
H 1.849 2.536 -3.012
H 0.629 2.130 3.639
H 3.191 0.781 -5.986
H -2.309 2.793 -4.571
H 5.244 0.887 -1.880
H 3.891 0.059 5.613
H 2.958 -0.140 -4.489
H 1.479 -0.035 5.172
H 3.364 -0.970 -5.988
H -6.791 0.646 -0.666
H 2.609 3.798 -3.983
H 0.626 -3.289 3.608
H 4.669 -0.935 1.652
H 0.538 4.797 -4.462
H -0.787 4.102 4.108
H 1.416 0.686 -7.843
H -2.892 -1.759 -0.308
H -2.881 -0.180 2.808
H 0.745 3.163 -7.160
H 4.284 2.033 2.017
H 2.992 2.109 -4.299
*
```

Its HOMO-LUMO gap is 8.40 eV. The value obtained for the energy relative to the best compared isomer or geometry (same formula, charge and spin) is 48.7 kcal per mole. The largest force on an atom comes out at 0.70 eV/A.

=====

Record 5
Below is a structure of composition C32H48MnN14O2P2 in a non-equilibrium geometry, with properties calculated with wB97M-V/def2-TZVPD.

```
! wB97M-V def2-TZVPD RIJCOSX def2/J DEFGRID3
* xyz 4 4
Mn -0.305 0.042 0.135
P 3.021 -0.395 0.286
P -1.460 0.824 2.091
O 1.517 -0.649 0.488
O 0.033 1.480 -0.641
N -1.461 0.837 4.828
N 0.163 2.607 -1.324
N -2.258 2.825 3.764
N -2.780 1.943 -0.511
N -3.664 0.850 3.793
N -4.142 -4.510 -4.117
N -1.119 -1.821 0.141
N 3.564 -1.191 -1.028
N -0.761 5.375 -3.060
N -4.061 -4.054 -2.938
N -3.298 -4.911 -2.169
N -2.164 -3.681 -0.338
N 3.716 -0.945 1.654
N 3.326 1.194 0.093
C 2.918 2.075 1.211
C -2.778 0.309 4.934
C -1.976 -8.044 -3.712
C -1.080 -4.020 0.466
C 4.796 -0.908 -1.821
C 3.614 3.406 0.925
C 3.791 3.398 -0.596
C 3.000 -1.526 2.806
C 4.140 1.945 -0.892
C -2.148 2.681 -1.124
C -3.321 -6.623 -5.201
C -2.910 -5.964 -2.911
C -0.687 0.311 3.719
C -2.163 -2.337 -0.509
C -3.186 -4.654 -0.743
C -2.542 -7.805 -4.950
C -0.908 3.235 -1.640
C -1.642 2.651 2.464
C -0.808 4.413 -2.434
C -2.117 -7.129 -2.666
C -3.466 -5.710 -4.166
C -0.435 -2.873 0.747
C 4.717 -3.248 -1.211
C 5.167 -0.849 1.916
C 3.330 -2.657 -1.013
C -3.216 0.327 2.463
C -3.156 -1.557 -1.292
C 5.360 -1.701 3.167
C -3.609 2.393 3.841
C 4.042 -1.510 3.925
C 5.316 -2.290 -2.243
C -1.468 2.302 4.877
H -3.240 0.612 5.872
H -1.396 -8.944 -3.556
H 5.536 -0.378 -1.223
H -0.659 3.124 2.456
H 2.862 3.678 -1.097
H -0.450 2.682 4.824
H -3.133 -1.822 -2.348
H -2.774 -0.778 4.871
H -3.295 -0.760 2.465
H 4.040 -0.552 4.446
H 4.686 -4.280 -1.558
H 4.572 -0.290 -2.687
H -0.618 -0.776 3.774
H -1.905 2.628 5.819
H 0.326 0.713 3.756
H -4.206 2.783 3.018
H 1.824 2.194 1.209
H 4.576 4.072 -0.930
H 2.685 -2.923 -1.857
H 6.402 -2.316 -2.278
H 3.856 -2.299 4.651
H 2.704 -2.559 2.586
H 2.099 -0.951 3.036
H -4.630 0.551 3.956
H 4.948 -2.545 -3.237
H 0.461 -2.712 1.324
H 2.840 -2.967 -0.088
H 3.032 4.257 1.274
H 3.902 1.656 -1.912
H 6.232 -1.386 3.735
H 5.284 -3.212 -0.278
H -3.828 -6.462 -6.147
H 5.485 -2.752 2.898
H -4.056 2.697 4.787
H -4.177 -1.752 -0.955
H -2.259 3.114 1.698
H -2.942 -5.591 -0.253
H -2.407 -8.534 -5.741
H 5.755 -1.199 1.068
H -1.607 -7.297 -1.725
H -2.947 -0.493 -1.199
H 5.207 1.784 -0.727
H 3.208 1.649 2.177
H -3.861 0.723 1.678
H -4.158 -4.315 -0.395
H 5.446 0.191 2.119
H -0.866 -5.034 0.762
H 4.589 3.437 1.412
*
```

Its HOMO-LUMO gap (spin up / spin down) is 5.01 / 3.58 eV. The value obtained for the energy relative to the best compared isomer or geometry (same formula, charge and spin) is 29.0 kcal per mole. The largest force on an atom comes out at 3.08 eV/A.

=====

Record 6
Below is a cluster of 11 separate species, C30H77F3O13PS10 in total in a non-equilibrium geometry, with properties calculated with wB97M-V/def2-TZVPD.

```
! wB97M-V def2-TZVPD RIJCOSX def2/J DEFGRID3
* xyz -1 1
S -1.564 -3.276 9.670
S 1.154 2.516 -9.452
S 6.704 -0.110 -5.236
S 7.930 3.949 -6.263
S -5.037 1.355 14.928
S -4.563 -1.858 3.476
S 0.264 -3.601 -7.210
S -0.723 0.725 6.864
S -2.925 3.642 9.940
S 0.647 6.655 -10.021
P -1.369 -1.202 -1.071
F 2.946 -2.545 0.422
F 2.665 -3.400 -1.893
F 3.702 -1.287 -1.465
O -0.996 -3.677 8.341
O 1.355 -1.432 -1.105
O -5.727 1.584 13.616
O -0.631 -3.327 -6.037
O -4.847 -2.985 2.528
O 1.913 6.219 -9.345
O 7.272 -0.512 -6.565
O -1.413 0.954 5.552
O 1.371 -0.297 -6.054
O 8.647 4.769 -5.232
O -0.361 0.909 -4.695
O -1.772 2.686 9.843
O 0.463 2.745 -10.764
C -1.836 -0.065 1.666
C -2.183 1.159 2.248
C -5.728 -1.999 4.853
C -0.553 -1.062 7.085
C 4.903 -0.067 -5.405
C -0.797 -3.942 -8.636
C -4.089 2.969 11.150
C -1.596 -1.479 0.818
C 0.886 -5.291 -7.036
C -1.515 -4.730 10.744
C 6.753 -1.565 -4.161
C -3.981 3.368 8.497
C -3.365 -3.232 9.500
C -0.143 0.366 -3.315
C 1.080 7.961 -11.196
C -2.207 -4.084 -1.042
C 0.105 -0.144 -5.632
C 2.916 2.838 -9.702
C 1.040 1.048 6.615
C -3.274 1.678 14.678
C -3.094 -2.307 4.431
C 1.323 0.728 -9.232
C -4.867 -0.433 15.148
C 0.240 5.411 -11.270
C 9.179 3.014 -7.180
C -2.602 -2.578 -1.551
C -1.293 -0.746 -2.961
C 2.598 -2.213 -1.009
C 7.489 5.053 -7.627
C 0.162 -2.339 -1.183
H 7.071 4.469 -8.450
H -2.722 1.405 15.581
H 6.237 -1.344 -3.224
H -0.470 -4.971 10.955
H -4.331 1.933 10.901
H 3.050 3.905 -9.899
H 3.469 2.566 -8.799
H 1.891 7.625 -11.847
H -1.813 -4.154 0.057
H -3.438 3.685 7.603
H -2.926 -1.565 5.215
H 7.798 -1.806 -3.950
H 4.449 0.105 -4.427
H -4.263 -0.635 16.035
H -0.669 -0.960 -6.013
H 4.544 -1.009 -5.826
H -3.724 -4.174 9.080
H 1.407 8.839 -10.635
H -1.073 -1.705 -3.634
H -0.028 4.482 -10.760
H -4.997 3.576 11.160
H -1.549 -1.491 7.221
H 1.551 -5.329 -6.170
H 1.408 0.474 5.762
H -0.086 -1.506 6.203
H -0.068 1.250 -2.519
H -4.231 2.308 8.412
H -3.819 -3.060 10.479
H -2.355 -0.298 -3.244
H -0.609 5.755 -11.864
H -2.233 -2.321 3.758
H -2.510 -2.211 1.005
H 6.279 -2.414 -4.659
H -2.487 -0.251 -0.992
H -0.662 -1.989 1.323
H -2.906 1.104 13.825
H 1.928 0.525 -8.345
H -3.621 3.003 12.138
H -3.643 -2.303 -1.041
H 1.445 -5.568 -7.932
H -1.989 -5.579 10.246
H -4.400 -0.876 14.266
H -1.325 -3.023 -8.903
H 4.637 0.754 -6.076
H 0.328 0.299 -9.095
H 0.291 -3.094 -0.295
H -5.863 -0.862 15.285
H -3.219 -4.717 -1.065
H 1.592 0.776 7.517
H 8.372 5.601 -7.965
H -6.734 -1.795 4.479
H -5.694 -3.009 5.269
H -3.631 -2.412 8.830
H 0.891 -0.223 -3.388
H 1.791 0.285 -10.114
H 1.173 2.115 6.418
H 6.738 5.762 -7.270
H 8.706 2.497 -8.017
H -3.141 2.744 14.482
H 1.103 5.233 -11.915
H -2.824 -2.640 -2.708
H -2.031 -4.509 11.682
H 9.957 3.689 -7.545
H 9.625 2.278 -6.507
H -3.223 -3.298 4.873
H 0.051 -1.265 7.972
H -1.525 -4.717 -8.384
H -0.182 -4.263 -9.479
H -5.474 -1.267 5.623
H 0.172 -2.836 -2.245
H -0.497 -0.097 -0.759
H 3.285 2.264 -10.555
H 0.203 8.220 -11.793
H -4.893 3.962 8.594
H -1.513 -4.564 -1.852
H 0.054 -5.982 -6.884
H -2.761 2.086 2.728
*
```

Its HOMO-LUMO gap is 5.24 eV. The largest force on an atom comes out at 8.83 eV/A.

=====

Record 7
Below is a cluster of 3 separate species, H7NO2 in total in a non-equilibrium geometry, with properties calculated with wB97M-V/def2-TZVPD.

```
! wB97M-V def2-TZVPD RIJCOSX def2/J DEFGRID3
* xyz 0 1
O -0.382 1.196 0.979
O 1.695 -0.457 0.460
N -0.913 -0.402 -1.262
H -1.466 -1.210 -0.806
H 0.037 -0.587 -1.157
H -0.832 1.472 1.769
H -1.147 -0.266 -2.180
H -0.956 0.620 0.441
H 2.594 -0.604 0.759
H 1.370 0.239 0.996
*
```

Its HOMO-LUMO gap is 11.17 eV. The value obtained for the energy relative to the best compared isomer or geometry (same formula, charge and spin) is 7.7 kcal per mole. The largest force on an atom comes out at 4.93 eV/A.

=====

Record 8
Below is a cluster of 2 separate species, C6H9NO in total in a non-equilibrium geometry, with properties calculated with wB97M-V/def2-TZVPD.

```
! wB97M-V def2-TZVPD RIJCOSX def2/J DEFGRID3
* xyz 0 1
O 1.667 0.742 0.141
N -2.679 -1.351 -0.567
C 0.689 -1.413 -2.010
C -0.469 1.662 0.340
C 0.223 -0.412 1.714
C -1.655 -1.132 -1.068
C -0.327 -1.055 -1.263
C 0.440 0.473 0.572
H 1.580 -0.967 -1.956
H 0.771 -2.294 -2.627
H -1.478 1.435 0.642
H 1.205 -0.749 1.966
H 1.594 1.513 -0.474
H -0.594 -1.306 1.645
H -0.183 0.223 2.608
H -0.542 2.000 -0.616
H -0.244 2.631 0.953
*
```

Its HOMO-LUMO gap (spin up / spin down) is 7.58 / 7.57 eV. The value obtained for the energy relative to the best compared isomer or geometry (same formula, charge and spin) is 117.0 kcal per mole. The largest force on an atom comes out at 4.09 eV/A.